# 1
{"formula": "C4H5ClOS", "method": "ωB97M-V/def2-TZVPD", "homo_energy_ev": -8.5459, "smiles": "CO/C=C(\\Cl)C=S", "gap_ev": 8.238, "max_force_ev_per_a": 3.355, "multiplicity": 1, "de_lowest_kj_mol": 125.04, "species": ["C", "C", "C", "C", "H", "H", "H", "H", "H", "O", "S", "Cl"], "xyz": [[3.448514, -0.620332, -0.024907], [1.097200, -0.683041, -0.003939], [-0.081913, -0.035256, -0.016521], [-1.199389, -0.953222, -0.013730], [4.125833, -0.019130, -0.619485], [3.904579, -0.777657, 0.961224], [3.311974, -1.597693, -0.448321], [1.157076, -1.726983, 0.071386], [-0.863001, -1.973198, -0.103127], [2.231573, 0.035643, 0.053982], [-2.764149, -0.607636, 0.009984], [-0.285243, 1.722517, -0.005806]], "forces_ev_per_angstrom": [[1.046, -0.626, 0.527], [0.964, 3.188, 0.410], [-0.527, -0.185, 0.034], [-0.138, 0.877, -0.301], [0.052, -0.013, -0.182], [-0.195, 0.244, -0.009], [0.151, -0.532, -0.522], [0.132, -1.355, -0.135], [-0.006, -0.452, 0.117], [-1.263, 0.350, -0.003], [-0.507, 0.067, 0.080], [0.293, -1.562, -0.015]]}

# 2
{"formula": "C3H10N2", "method": "ωB97M-V/def2-TZVPD", "homo_energy_ev": -8.7540, "smiles": "NCCCN", "gap_ev": 9.895, "max_force_ev_per_a": 5.464, "multiplicity": 1, "de_lowest_kj_mol": 141.68, "species": ["C", "C", "C", "N", "N", "H", "H", "H", "H", "H", "H", "H", "H", "H", "H"], "xyz": [[-0.865050, -0.567829, 0.583899], [0.177896, 0.316809, -1.462078], [-0.645298, 0.751854, -0.028487], [-0.130760, -0.312258, 2.018475], [1.575726, 0.014781, -1.302880], [1.722181, -0.848188, -0.793356], [0.869621, -0.487897, 1.974505], [-0.570170, -0.818370, 2.781891], [2.061753, 0.758916, -0.816122], [-1.911746, -0.737347, 0.832394], [-0.471980, -1.493485, 0.151793], [-0.309448, -0.502031, -1.993348], [0.079469, 1.211348, -2.080062], [-0.008963, 1.482447, 0.462952], [-1.573231, 1.231248, -0.329574]], "forces_ev_per_angstrom": [[1.203, 0.290, 5.322], [-1.224, 2.177, 1.268], [1.315, -1.071, -5.115], [-1.522, -0.650, -1.343], [0.157, -0.175, 0.164], [0.026, 0.028, 0.040], [-0.332, -0.277, -0.066], [0.365, -0.253, -0.250], [-0.015, -0.086, -0.016], [0.014, -0.083, 0.028], [0.130, 0.510, -0.388], [-0.173, 0.032, 0.300], [0.196, -0.131, -0.309], [-0.055, -0.410, 0.372], [-0.084, 0.099, -0.007]]}

# 3
{"formula": "C32H51BCoF4N6O2", "method": "ωB97M-V/def2-TZVPD", "homo_energy_ev": [-10.7620, -11.3435], "gap_ev": [6.431, 6.322], "max_force_ev_per_a": 2.332, "charge": 1, "multiplicity": 5, "de_lowest_kj_mol": 27.20, "species": ["Co", "C", "C", "C", "C", "C", "C", "C", "N", "C", "C", "C", "C", "C", "C", "O", "C", "C", "C", "C", "C", "C", "C", "C", "C", "O", "C", "C", "C", "C", "C", "C", "H", "H", "H", "H", "H", "H", "H", "H", "H", "H", "H", "H", "H", "H", "H", "H", "H", "H", "H", "H", "H", "H", "H", "H", "H", "H", "H", "H", "H", "H", "H", "H", "H", "H", "H", "H", "H", "H", "H", "H", "C", "N", "C", "C", "N", "N", "C", "N", "N", "H", "H", "H", "H", "H", "H", "H", "H", "H", "H", "H", "F", "B", "F", "F", "F"], "xyz": [[9.801280, -17.345775, -4.015058], [9.228882, -24.876074, -5.219020], [10.221728, -23.794112, -5.692825], [9.984131, -23.557433, -7.188654], [11.681062, -24.293018, -5.403080], [9.949923, -22.535804, -4.897856], [9.549263, -21.379616, -5.486255], [9.534218, -20.181793, -4.719520], [9.307790, -19.005311, -5.168627], [8.805084, -18.607003, -6.363527], [7.805076, -19.237201, -7.035344], [7.479397, -18.797724, -8.303426], [8.121674, -17.656701, -8.832234], [9.038209, -16.873050, -8.143286], [9.320365, -17.324479, -6.809183], [10.016776, -16.666909, -5.995526], [9.451486, -15.502460, -8.596696], [8.537477, -14.638708, -7.726465], [10.995614, -15.280105, -8.479772], [9.112845, -15.245482, -10.076699], [6.316555, -19.498149, -9.024402], [5.867807, -18.662964, -10.237804], [5.147849, -19.667156, -8.024015], [6.774475, -20.928452, -9.489868], [10.002924, -20.177838, -3.297149], [10.250754, -19.087744, -2.742972], [10.147968, -21.481313, -2.655027], [10.062089, -22.573930, -3.427276], [10.319781, -21.726715, -1.127400], [10.489849, -20.420815, -0.337063], [9.099121, -22.437752, -0.598230], [11.563715, -22.543290, -0.869165], [9.453225, -25.884467, -5.693096], [8.214476, -24.566764, -5.519045], [9.220381, -25.093259, -4.167325], [10.026907, -24.506386, -7.739691], [10.744099, -22.903862, -7.677254], [9.011351, -23.131116, -7.323586], [11.828879, -25.315261, -5.878277], [11.850044, -24.357050, -4.361725], [12.452914, -23.634270, -5.722939], [9.417920, -21.315431, -6.546655], [7.307112, -20.082903, -6.642814], [7.786013, -17.263513, -9.791034], [8.686019, -14.812147, -6.695844], [7.510883, -14.878291, -8.053127], [8.755516, -13.567662, -7.849937], [11.307007, -15.471853, -7.458131], [11.286135, -14.235277, -8.612176], [11.490528, -15.938318, -9.143831], [8.061269, -15.215072, -10.308787], [9.509770, -15.983317, -10.782916], [9.587225, -14.357118, -10.478682], [5.452006, -17.710071, -9.868603], [5.095887, -19.154664, -10.846683], [6.643474, -18.641129, -11.038623], [4.768909, -18.654539, -7.690888], [5.492534, -20.030307, -7.039310], [4.389167, -20.307134, -8.464006], [7.688872, -20.890730, -10.156535], [5.914432, -21.418141, -10.028122], [7.124855, -21.657633, -8.685020], [10.129586, -23.527734, -2.924298], [9.660964, -19.763060, -0.516897], [11.401033, -19.887293, -0.628259], [10.458498, -20.625254, 0.771377], [8.172695, -21.884449, -0.677844], [9.376809, -22.710309, 0.370347], [8.997364, -23.352421, -1.085195], [12.480902, -21.947512, -1.088713], [11.618154, -23.551149, -1.336133], [11.644947, -22.625805, 0.263562], [9.095213, -15.055607, -0.028962], [10.508179, -15.108669, -0.431600], [11.399187, -14.163392, 0.272665], [10.755151, -15.630642, -1.637495], [9.839087, -16.125563, -2.410538], [12.088923, -15.755543, -2.027646], [12.519685, -16.273936, -3.253156], [13.829896, -15.864755, -3.495636], [11.879817, -17.036923, -4.032501], [8.997484, -14.519170, 0.882974], [8.728517, -16.014188, 0.181262], [8.457132, -14.539307, -0.749660], [10.798174, -13.367934, 0.732325], [12.127635, -13.711658, -0.506109], [12.031361, -14.643922, 1.013815], [8.883683, -16.072706, -2.087665], [12.851859, -15.390979, -1.513676], [14.161517, -14.973356, -3.187145], [14.366959, -16.268033, -4.281037], [12.380017, -17.359256, -4.802266], [7.753903, -16.965365, -4.012197], [6.714919, -17.817676, -3.461236], [7.331603, -18.862090, -2.809406], [5.955311, -17.006253, -2.603767], [5.939753, -18.301330, -4.489432]], "forces_ev_per_angstrom": [[0.530, -0.092, 0.485], [-0.237, -1.050, -1.285], [0.613, -0.483, 0.188], [1.232, -0.366, -0.309], [-1.145, -1.177, -1.205], [-0.426, 0.286, -0.004], [0.533, -0.871, 0.391], [-0.098, 0.174, -0.260], [0.123, 0.735, 0.894], [-0.223, -0.358, -0.311], [0.789, -0.092, -0.481], [-1.004, 0.261, -0.596], [0.346, 0.977, -0.313], [-0.933, -1.256, -0.529], [0.734, 0.118, 0.174], [-0.134, 0.104, 0.019], [0.683, 0.162, -0.962], [0.079, 1.204, -1.147], [-1.312, 0.752, 1.774], [0.419, -0.530, -0.685], [0.439, -0.618, -0.015], [-0.111, -0.856, -0.706], [0.492, 1.495, 0.941], [0.720, -0.749, -0.245], [0.494, 1.055, 1.210], [-0.358, -1.455, -1.158], [-0.113, -0.339, 1.014], [0.272, 0.325, -0.728], [0.101, 1.485, -0.811], [-0.035, -0.145, 0.852], [0.296, 0.789, -0.618], [1.352, -0.112, 1.600], [-0.221, 1.301, 0.251], [0.237, -0.268, 0.161], [0.131, 0.249, 0.627], [-0.079, 0.147, 0.242], [-0.478, -0.262, 0.546], [-0.638, 0.162, -0.313], [-0.135, 1.275, 0.601], [-0.024, -0.484, 1.306], [0.460, 0.695, -0.800], [-0.079, 0.132, -0.270], [-0.175, -0.686, 0.561], [0.177, -0.394, 0.218], [-0.085, -0.445, 1.151], [0.280, 0.419, 0.480], [-0.237, -0.191, -0.343], [0.143, -0.358, 0.082], [-0.251, -0.079, -0.595], [0.665, -0.495, -0.772], [-0.538, 0.277, 0.181], [0.130, -0.473, 0.456], [-0.136, 0.588, 0.486], [0.514, -0.126, -0.617], [-0.344, -0.133, 0.774], [-0.062, 0.782, 0.903], [-0.057, -0.960, -0.855], [-0.321, -0.504, -0.687], [-0.231, 0.123, 0.201], [-1.177, 0.192, 0.342], [0.962, 0.446, 0.416], [-0.789, 1.181, -0.522], [0.071, -0.172, -0.243], [-0.425, 0.381, -0.136], [-0.107, -0.140, 0.296], [0.372, 0.019, -1.085], [-0.072, 0.241, 0.183], [-0.224, -0.176, 2.000], [-0.482, -1.669, -1.088], [-0.593, -0.539, -0.382], [-0.077, 0.696, 0.329], [-0.175, -0.425, -1.275], [0.526, 0.908, -0.502], [-0.534, 1.087, 0.979], [1.235, 0.364, -1.930], [-0.052, -0.964, -0.399], [0.152, 0.132, -0.022], [-0.927, -0.337, -1.439], [1.816, 0.933, -0.019], [0.265, -1.057, -0.668], [-1.528, -0.040, 1.761], [0.214, 0.526, 0.768], [-0.597, -1.538, -0.033], [0.107, -0.115, -0.172], [0.345, -0.262, -0.262], [-1.252, -0.324, 1.326], [-0.181, -0.168, 0.236], [0.040, 0.370, 0.291], [0.152, 0.371, 0.861], [-0.062, 0.233, 0.155], [-0.860, 0.419, 0.836], [1.079, -0.227, -1.617], [0.355, 0.330, -0.334], [-1.493, 0.453, 0.482], [0.592, -0.378, 0.472], [0.572, -0.337, -0.157], [-0.009, -0.079, -0.596]]}

# 4
{"formula": "C4H10NO4", "method": "ωB97M-V/def2-TZVPD", "homo_energy_ev": -2.3768, "gap_ev": 5.180, "max_force_ev_per_a": 9.092, "charge": -1, "multiplicity": 1, "de_lowest_kj_mol": 567.64, "species": ["N", "C", "C", "O", "C", "O", "O", "H", "H", "H", "H", "H", "H", "H", "C", "O", "H", "H", "H"], "xyz": [[1.926725, -1.937359, 0.121233], [1.260931, -0.577234, 0.410542], [0.230485, -0.154532, -0.796474], [-1.181032, -0.040929, -0.397549], [-1.671935, -1.248121, 0.284580], [-2.652186, -1.060834, 1.208343], [-1.203054, -2.627518, 0.081878], [1.363327, -2.468504, -0.591957], [2.898161, -1.780133, -0.269085], [2.102079, 0.258564, 0.476805], [0.775703, -0.632786, 1.476001], [0.561496, 0.938384, -1.144855], [0.415242, -0.847634, -1.739258], [-1.065007, -2.849905, -0.885587], [-0.722465, 3.001510, 0.329097], [0.302870, 2.854640, -0.496452], [-1.015787, 2.125059, 0.931686], [-0.631867, 3.769303, 1.116197], [-1.693683, 3.278030, -0.115145]], "forces_ev_per_angstrom": [[0.352, 0.959, -0.828], [0.345, 0.184, -0.254], [2.187, 1.033, -0.607], [0.292, -4.978, 1.381], [-4.935, 2.092, 4.154], [6.537, -1.576, -6.119], [-0.691, 3.171, -1.156], [0.952, 0.916, 1.047], [-1.786, -0.258, 0.431], [-1.883, -1.768, -0.184], [0.524, 0.197, -2.194], [-1.327, -1.614, 1.104], [-0.722, 0.864, 1.945], [-0.118, 0.934, 1.431], [-0.855, 0.025, 0.778], [1.123, -0.334, -0.930], [0.071, -0.633, 0.227], [0.423, 0.617, 0.387], [-0.489, 0.169, -0.612]]}